C47H81BN3O18S3 | wB97M-V/def2-TZVPD

- Total charge: -1
- Max |F|: 2.20 eV/Å
- Frontier orbital gap: 6.48 eV
- HOMO level: -0.16935 Eh

Element x y z (Å)
C  2.9152  4.2178  2.9119
C  2.5970  2.7231  2.9622
C  3.1371  2.0158  1.7166
N  2.8895  0.5760  1.7792
B  3.0244  -0.1822  0.4674
C  4.4710  -0.0850  -0.3200
C  5.3054  -1.3821  -0.3970
C  5.6965  -1.8258  -1.8106
C  6.2934  -0.7185  -2.6681
N  6.8330  -1.2984  -3.9322
C  6.3485  -0.8078  -5.1376
C  6.5666  0.6706  -5.3640
O  5.8443  -1.5272  -5.9905
O  2.4984  -1.5749  0.7548
C  1.5576  -1.9809  -0.1061
S  2.5209  -3.3212  -1.1852
C  0.4198  -2.8301  0.4560
C  -0.4170  -2.2632  1.6247
C  -1.9149  -2.5387  1.4040
C  -2.8986  -1.4538  1.8668
C  -4.1682  -1.5362  1.0325
C  -5.2262  -0.4877  1.3753
C  -4.8173  0.8869  0.8301
C  -5.8466  1.9985  1.1053
C  -6.4556  2.6044  -0.1750
O  -6.1593  3.9818  -0.3458
C  -4.7779  4.1864  -0.5776
C  1.2414  -0.6730  -1.0783
N  1.5260  -1.0043  -2.4882
C  1.9149  -0.2069  -3.3173
S  2.4488  0.7315  -4.4556
S  -0.4165  0.1383  -1.0765
C  -1.6246  -0.8505  -1.9143
O  -0.8691  0.4267  0.2636
O  -0.2522  1.3126  -1.9200
O  1.9645  0.2992  -0.5224
H  2.4890  4.7684  3.7513
H  2.4889  4.6311  2.0016
H  3.9945  4.3774  2.8858
H  1.5118  2.5887  2.9706
H  3.0049  2.2550  3.8587
H  4.2135  2.2592  1.6809
H  2.6908  2.4536  0.8203
H  3.5898  0.2044  2.4151
H  4.2765  0.2940  -1.3271
H  5.0864  0.6825  0.1609
H  6.2431  -1.2105  0.1415
H  4.8267  -2.2295  0.0976
H  4.8658  -2.2755  -2.3602
H  6.4643  -2.6050  -1.7112
H  7.0711  -0.1675  -2.1382
H  5.4862  -0.0409  -2.9437
H  6.7036  -2.3036  -3.9485
H  6.0743  1.2485  -4.5819
H  7.6396  0.8585  -5.3350
H  6.1466  0.9625  -6.3217
H  1.5399  -4.1271  -1.6141
H  0.9138  -3.7333  0.8118
H  -0.2095  -3.1459  -0.3787
H  -0.1290  -2.8423  2.5046
H  -0.1885  -1.2246  1.8514
H  -2.1761  -3.4354  1.9667
H  -2.1369  -2.7636  0.3573
H  -2.4649  -0.4572  1.8282
H  -3.1710  -1.6855  2.9029
H  -4.6030  -2.5309  1.0790
H  -3.9092  -1.3722  -0.0138
H  -6.1455  -0.7642  0.8405
H  -5.4772  -0.4456  2.4383
H  -3.8561  1.1349  1.2830
H  -4.6832  0.7773  -0.2476
H  -6.6716  1.5909  1.6962
H  -5.4156  2.7944  1.7142
H  -7.5415  2.5150  -0.1638
H  -6.0982  2.0496  -1.0500
H  -4.2456  4.4460  0.3424
H  -4.2990  3.2856  -0.9740
H  -4.6618  5.0034  -1.2906
H  -2.5816  -0.3965  -1.6729
H  -1.5580  -1.9027  -1.6509
H  -1.4573  -0.7597  -2.9873
O  7.8057  -2.7601  2.1632
C  6.9671  -3.4121  2.7111
O  6.0470  -2.8882  3.5481
C  5.2436  -3.9288  4.1243
C  5.3660  -5.1058  3.1629
C  6.7808  -4.9162  2.6121
H  5.6399  -4.1597  5.1167
H  4.2250  -3.5638  4.2269
H  5.1943  -6.0689  3.6406
H  4.6415  -4.9940  2.3554
H  7.5387  -5.3996  3.2308
H  6.8790  -5.2442  1.5816
O  3.1966  6.2104  0.4809
C  3.4981  5.4560  -0.3963
O  4.5006  4.5615  -0.2591
C  4.6922  3.8280  -1.4795
C  3.3701  3.9508  -2.2249
C  2.8790  5.3248  -1.7744
H  5.5230  4.2834  -2.0266
H  4.9500  2.8006  -1.2329
H  3.4759  3.8435  -3.3025
H  2.6794  3.1826  -1.8749
H  3.2574  6.1351  -2.4009
H  1.7961  5.3837  -1.7105
O  -4.2579  -2.4831  -2.0500
C  -3.9768  -3.0270  -3.0753
O  -2.9295  -3.8774  -3.1942
C  -2.7613  -4.2718  -4.5665
C  -4.1230  -4.0461  -5.2163
C  -4.6552  -2.8533  -4.4213
H  -1.9805  -3.6500  -5.0089
H  -2.4392  -5.3098  -4.5927
H  -4.0604  -3.8778  -6.2894
H  -4.7614  -4.9151  -5.0479
H  -4.3362  -1.9003  -4.8455
H  -5.7349  -2.8611  -4.3070
O  2.0122  3.3599  6.1124
C  1.3557  4.2016  6.6368
O  1.8810  5.3783  7.0813
C  0.8772  6.1490  7.7531
C  -0.4546  5.6309  7.2214
C  -0.1310  4.1637  6.9460
H  0.9818  5.9901  8.8297
H  1.0434  7.2017  7.5359
H  -1.2811  5.7867  7.9126
H  -0.6983  6.1343  6.2852
H  -0.2828  3.5344  7.8241
H  -0.6802  3.7549  6.1032
O  -6.5530  1.6134  -4.2161
C  -5.8790  2.5795  -4.4213
O  -4.5553  2.6146  -4.1514
C  -4.0235  3.9273  -4.4046
C  -5.0000  4.5701  -5.3824
C  -6.3228  3.9238  -4.9705
H  -3.9763  4.4673  -3.4580
H  -3.0179  3.8306  -4.8048
H  -4.9978  5.6571  -5.3343
H  -4.7493  4.2772  -6.4030
H  -6.8205  4.4720  -4.1690
H  -7.0082  3.7860  -5.8018
O  -3.5473  -4.7082  4.1570
C  -4.1298  -5.2642  3.2755
O  -4.3194  -4.7025  2.0565
C  -5.1353  -5.5596  1.2428
C  -4.9878  -6.9526  1.8415
C  -4.7872  -6.6327  3.3208
H  -6.1652  -5.1973  1.2874
H  -4.7825  -5.4971  0.2160
H  -5.8378  -7.5994  1.6321
H  -4.0926  -7.4330  1.4443
H  -5.7325  -6.5423  3.8578
H  -4.1436  -7.3444  3.8296

Atomic partial charges in e from the Löwdin method, atoms 1 to 8: number 1, C, carries -0.11; number 2, C, carries -0.25; number 3, C, carries -0.26; number 4, N, carries 0.08; number 5, B, carries -0.80; number 6, C, carries -0.06; number 7, C, carries -0.21; number 8, C, carries -0.21